Record 1
An isolated molecule of C4H10S2 in a non-equilibrium geometry, computed with ωB97M-V/def2-TZVPD.

```
16
Properties=species:S:1:pos:R:3:forces:R:3:lowdin_charge:R:1
C 0.9206 -2.6240 -0.4803 -2.811 1.387 0.230 -0.1260
C 1.1374 -1.4127 0.4984 2.014 -2.862 1.497 -0.3762
C 1.4815 -0.0717 -0.1392 3.673 -1.831 1.408 -0.7567
S 0.3040 0.4983 -1.1814 -4.477 1.205 0.470 0.6657
S -1.4889 0.5002 0.5846 1.295 -1.386 -2.783 0.5457
C -1.2406 2.1298 1.1135 3.374 2.721 -1.543 -0.6221
H 0.5951 -3.5537 -0.0269 1.116 -0.340 0.898 0.0552
H -0.1478 -2.4059 -0.7793 1.251 0.049 -1.379 0.0658
H 1.6528 -2.8109 -1.2795 -0.471 0.391 0.247 0.0760
H 0.2558 -1.2985 1.1100 -0.370 0.030 -0.039 0.0213
H 1.9014 -1.8266 1.2734 -0.620 1.415 -1.235 0.1263
H 1.8718 0.6421 0.6083 -0.445 -0.163 -0.213 0.0774
H 2.3730 -0.2755 -0.8032 -0.616 0.312 0.383 0.0944
H -2.0916 2.4254 1.7428 0.441 0.240 -0.260 0.0187
H -0.1894 2.1925 1.6539 -2.356 0.170 -0.628 0.0567
H -1.0576 2.8053 0.0933 -0.998 -1.338 2.948 0.0780
```
Forces are in eV/Å.

Computed properties:
SMILES string ... CCCSSC
Orbital gap ... 7.90 eV
E_tot ... -954.68623 Ha
Spin multiplicity ... 1
Relative energy (zero: lowest compared OMol25 entry of this formula, charge and spin) ... 255.58 kJ/mol

---

Record 2
An isolated molecule of C4H10S2 in a non-equilibrium geometry, computed with ωB97M-V/def2-TZVPD.

```
16
Properties=species:S:1:pos:R:3:forces:R:3:lowdin_charge:R:1
C 1.1305 -0.0855 -1.8241 -0.087 1.254 0.108 -0.1129
C 0.0928 -0.6860 -0.8736 -0.478 -0.123 -0.918 -0.3051
C -1.2569 0.0475 -0.9172 -0.128 -0.119 -0.278 -0.5622
S -1.8580 0.8383 0.6028 0.093 0.073 0.430 0.4783
S -1.2973 -0.3434 2.1880 0.105 0.508 -0.440 0.4264
C 0.2813 0.4459 2.6900 -0.237 -1.446 -0.124 -0.4539
H 1.0289 1.0093 -1.8804 -0.044 -0.153 0.148 0.0711
H 2.1664 -0.2329 -1.5360 0.079 -0.460 0.028 0.0651
H 0.9691 -0.4259 -2.8476 0.117 -0.181 0.077 0.0731
H -0.0913 -1.6786 -1.2871 -0.010 -0.258 0.565 0.1025
H 0.3896 -0.7795 0.1615 0.406 -0.086 0.080 0.0431
H -1.2239 0.8834 -1.6207 0.035 0.026 0.020 0.0602
H -2.0601 -0.5991 -1.2622 0.046 -0.160 -0.002 0.0581
H 1.1132 -0.0705 2.2111 0.015 0.261 -0.227 0.0185
H 0.2636 1.4954 2.4553 0.005 0.318 0.222 0.0200
H 0.3520 0.1815 3.7401 0.082 0.547 0.312 0.0177
```
Forces are in eV/Å.

Computed properties:
SMILES string ... CCCSSC
Orbital gap ... 9.62 eV
E_tot ... -954.76670 Ha
Spin multiplicity ... 1
Relative energy (zero: lowest compared OMol25 entry of this formula, charge and spin) ... 44.32 kJ/mol

---

Record 3
C4H10S2 as an isolated structure in a non-equilibrium geometry, computed with ωB97M-V/def2-TZVPD.

```
16
Properties=species:S:1:pos:R:3:forces:R:3:lowdin_charge:R:1
C 1.1623 -0.3107 -2.1100 -0.189 -3.853 0.761 -0.4513
C -0.5737 0.3944 -0.4911 -1.732 1.457 0.654 -0.6121
C 0.0117 0.0309 0.8943 0.326 1.735 0.964 -0.7540
C -0.9943 -0.5866 1.8553 -1.664 0.403 0.774 -0.1977
H 0.1018 -1.0733 -1.7334 4.008 1.697 -2.573 0.1143
H 1.5512 -0.4589 -3.2063 -0.903 0.469 2.216 0.0571
H 1.9456 -0.7198 -1.3393 -1.072 0.889 -1.719 0.0472
H -1.4323 1.0627 -0.6988 -0.213 -0.033 2.050 0.0704
H -1.0107 -0.5420 -0.9061 0.600 0.590 -0.012 0.0639
H 0.8156 -0.7098 0.6967 -0.287 0.584 0.252 0.0901
H -1.9943 0.1187 2.0075 2.831 -1.720 -0.192 0.1339
H -0.5148 -0.9136 2.9047 -1.250 0.693 -2.545 0.1145
H -1.3188 -1.4330 1.2208 -0.320 -0.316 1.106 0.0605
H 0.9734 2.3202 0.6117 -0.225 -1.442 2.527 -0.1124
S 0.5412 1.2993 -1.5741 0.104 -1.670 -0.798 0.7707
S 0.7358 1.5214 1.8680 -0.013 0.515 -3.465 0.6050
```
Forces are in eV/Å.

Computed properties:
Orbital gap ... 9.52 eV
E_tot ... -954.65315 Ha
Spin multiplicity ... 1
Relative energy (zero: lowest compared OMol25 entry of this formula, charge and spin) ... 342.44 kJ/mol

---

Record 4
A 2-piece molecular cluster, C4H10SSe overall in a non-equilibrium geometry, computed with ωB97M-V/def2-TZVPD.

```
16
Properties=species:S:1:pos:R:3:forces:R:3:lowdin_charge:R:1
C -1.7996 2.1881 0.2559 -0.262 -0.428 0.827 -0.4238
C 2.5954 -0.2016 -1.3712 2.752 1.250 0.918 -0.4416
C -1.4571 -0.5856 0.1215 -3.034 2.930 -3.560 -0.4545
C 0.5162 -0.9991 0.7215 5.999 0.303 0.100 -0.4102
S -1.4488 0.8716 -0.9401 -0.947 -0.980 1.486 0.7269
Se 1.8147 0.4707 0.2651 -1.041 -1.238 0.339 0.8302
H -2.9070 2.2766 0.4458 1.132 -0.079 -0.267 0.0450
H -1.4069 3.1488 -0.1433 -0.131 -0.710 0.566 0.0371
H -1.3076 1.8123 1.2132 -0.447 1.061 -1.127 0.0497
H 3.5358 -0.6815 -0.9717 -1.030 0.107 -0.872 0.0264
H 1.9635 -0.8827 -1.8560 -0.823 -0.846 -0.708 -0.0055
H 2.9404 0.6369 -2.0244 -0.613 -0.674 0.437 0.0307
H -1.4137 -1.3334 -0.6336 0.101 -1.202 0.193 -0.0143
H -2.0111 -0.6845 1.0198 -0.479 0.138 0.606 0.0210
H 0.7548 -1.9814 0.2534 -0.240 0.760 0.031 0.0259
H 0.7974 -0.9908 1.7593 -0.939 -0.391 1.030 -0.0430
```
Forces are in eV/Å.

Computed properties:
Orbital gap (spin up / spin down) ... 5.28 / 5.87 eV
<S²> ... 2.01
E_tot ... -2957.76310 Ha
Spin multiplicity ... 3
Relative energy (zero: lowest compared OMol25 entry of this formula, charge and spin) ... 94.55 kJ/mol

---

Record 5
An isolated molecule of C4H10Si in a non-equilibrium geometry, computed with ωB97M-V/def2-TZVPD.

```
15
Properties=species:S:1:pos:R:3:forces:R:3:lowdin_charge:R:1
C 1.9744 0.0049 0.5616 -0.978 -2.962 0.458 -0.1455
C 0.8336 -0.8663 -0.0536 2.604 -1.438 -0.688 -0.2196
C -0.3430 -0.3701 -0.3923 -1.327 0.797 1.015 -0.4167
C -1.6780 -1.1851 -0.5402 1.466 2.651 -0.982 -0.1089
Si -0.5962 1.5786 -0.0633 0.889 -1.403 0.539 0.6980
H 1.5272 0.7681 1.1477 -0.091 0.414 0.824 -0.0159
H 2.5492 -0.7213 1.2304 -0.245 1.375 -1.043 0.0960
H 2.5098 0.4970 -0.2087 1.164 0.164 -0.621 0.0542
H 1.2239 -1.9679 -0.3113 -1.475 2.131 0.908 0.1386
H -2.2821 -0.4681 -1.1186 -0.662 -0.669 0.442 0.0546
H -1.5576 -2.0402 -1.1410 0.265 -1.256 -0.694 0.0445
H -2.0965 -1.4549 0.4169 -0.162 0.226 0.242 0.0685
H -1.2850 2.4064 -1.0356 -0.272 -0.046 -0.599 -0.1001
H 0.6234 2.3510 0.3857 -0.469 -0.285 -0.514 -0.0618
H -1.4032 1.4680 1.1222 -0.706 0.302 0.714 -0.0860
```
Forces are in eV/Å.

Computed properties:
SMILES string ... C/C=C(/C)[SiH3]
Orbital gap ... 10.13 eV
E_tot ... -447.80824 Ha
Spin multiplicity ... 1
Relative energy (zero: lowest compared OMol25 entry of this formula, charge and spin) ... 69.30 kJ/mol

---

Record 6
C4H11AgO3 as an isolated structure, computed with ωB97M-V/def2-TZVPD.

```
19
Properties=species:S:1:pos:R:3:forces:R:3:lowdin_charge:R:1
O -0.0203 -1.6480 -0.6201 0.257 0.179 0.503 -0.2299
C -1.1055 -0.9817 -1.1941 -0.252 -0.026 -0.102 -0.2940
C -1.1449 0.5030 -0.8768 -0.484 0.001 0.320 -0.2241
O 0.0496 1.1229 -1.3336 0.160 0.119 -0.320 -0.2777
C 0.0799 2.5155 -1.1014 -0.025 0.377 0.133 -0.1068
Ag 1.8550 -0.1679 -0.5278 0.205 -0.166 0.318 0.7983
H -2.0756 -1.4005 -0.8607 0.254 0.076 -0.039 0.1212
H -1.0669 -1.1059 -2.2914 0.029 0.014 0.281 0.1196
H -1.2371 0.6591 0.2128 0.062 -0.041 -0.236 0.1307
H -2.0170 0.9649 -1.3719 0.229 -0.061 0.067 0.1297
H 1.0409 2.8958 -1.4700 -0.271 -0.103 0.086 0.0900
H -0.7374 3.0205 -1.6408 0.181 -0.132 0.124 0.0936
H -0.0110 2.7363 -0.0246 0.020 -0.049 -0.264 0.0985
O 0.9052 -0.7639 1.4704 -0.279 0.224 -0.734 -0.3960
H 0.2416 -1.3245 0.4508 -0.280 -0.249 -0.213 0.0206
C 1.2343 -1.5730 2.5471 0.338 -0.508 0.497 -0.2743
H 2.1190 -1.1906 3.0936 -0.265 -0.077 -0.165 0.0624
H 0.4134 -1.6474 3.2915 0.189 0.119 -0.309 0.0680
H 1.4768 -2.6146 2.2470 -0.069 0.302 0.054 0.0703
```
Forces are in eV/Å.

Computed properties:
Orbital gap ... 7.88 eV
E_tot ... -531.59263 Ha
Spin multiplicity ... 1
Relative energy (zero: lowest compared OMol25 entry of this formula, charge and spin) ... 3.71 kJ/mol